Formula: C79H111Cl4CuN8O7
Source: the OMol25 dataset
Level of theory: ωB97M-V with the def2-TZVPD basis set

Geometry (Å):
C -18.2915 -18.0772 -2.4604
N -17.6402 -18.0878 -1.1743
C -18.2748 -17.6222 -0.0266
C -17.6239 -17.5648 1.2037
C -16.3244 -18.1747 1.3128
C -15.6677 -18.5519 0.1276
C -16.3153 -18.4931 -1.1058
C -15.4865 -18.0989 2.5474
C -14.5909 -19.0629 2.9626
C -13.9396 -19.0580 4.1645
N -14.1165 -17.9723 5.0526
C -14.8521 -16.9048 4.5453
C -15.5079 -16.9776 3.3288
C -13.5609 -17.9614 6.3598
H -19.1326 -17.3877 -2.3877
H -18.6266 -19.0922 -2.6735
H -17.5992 -17.7046 -3.2154
H -19.2876 -17.2963 -0.2117
H -18.0881 -17.1631 2.0922
H -14.6081 -18.7596 0.1061
H -15.9655 -18.7915 -2.0831
H -14.6445 -19.8574 2.2330
H -13.2448 -19.8173 4.4916
H -14.9286 -16.0405 5.1884
H -15.9890 -16.0645 3.0109
H -13.6823 -16.9391 6.7180
H -12.4816 -18.1119 6.3369
H -14.1715 -18.6874 6.8967
Cu -16.7961 -14.9539 7.0507
C -11.8360 -17.0484 9.6673
C -12.1587 -15.5944 9.1282
C -13.2505 -14.9071 9.9577
C -14.6271 -15.5913 10.0001
N -15.5786 -14.9921 11.0803
C -15.9596 -13.4966 10.8072
C -15.6800 -12.5975 11.9877
C -14.8138 -13.4691 12.9286
C -15.0286 -14.9663 12.5951
C -16.9055 -15.8255 11.0184
H -11.0373 -17.5166 9.0920
H -12.6469 -17.7767 9.6536
H -11.4385 -16.9889 10.6804
H -12.5784 -15.8618 8.1584
H -11.2926 -14.9540 8.9609
H -13.4832 -14.0429 9.3355
H -12.9118 -14.5894 10.9438
H -14.5922 -16.6756 10.1056
H -15.1915 -15.1921 9.1574
H -17.0397 -13.4819 10.6615
H -15.4584 -13.0895 9.9290
H -16.5736 -12.3059 12.5394
H -15.2382 -11.6459 11.6920
H -15.0327 -13.2552 13.9747
H -13.7523 -13.2709 12.7805
H -15.6065 -15.5536 13.3087
H -14.0848 -15.5116 12.6023
H -17.5761 -15.3916 11.7600
H -16.5024 -16.7570 11.4157
H -17.1850 -15.8383 9.9649
C -20.3007 -15.6502 9.3873
C -21.5879 -14.8024 9.6981
C -21.4205 -13.3668 9.0890
C -21.0182 -13.3782 7.6157
N -21.0982 -11.9497 6.9910
C -22.6009 -11.5332 6.7776
C -23.0611 -12.2878 5.5782
C -21.8549 -12.5300 4.7048
C -20.7052 -12.0845 5.5296
C -20.2720 -10.8348 7.6869
H -20.3192 -16.4794 10.0945
H -19.4005 -15.0440 9.4885
H -20.3471 -16.0385 8.3699
H -21.9621 -14.8112 10.7219
H -22.4071 -15.2915 9.1710
H -20.6379 -12.8193 9.6142
H -22.3978 -12.9087 9.2412
H -21.8220 -13.9314 7.1299
H -20.0480 -13.7571 7.2944
H -22.6293 -10.4745 6.5195
H -23.1292 -11.6433 7.7246
H -23.7903 -11.6162 5.1249
H -23.4842 -13.1606 6.0754
H -21.8077 -11.9883 3.7602
H -21.6740 -13.5995 4.5971
H -20.5064 -11.0665 5.1948
H -19.7313 -12.5482 5.3731
H -19.3276 -11.3584 7.8361
H -20.7451 -10.6305 8.6474
H -20.2287 -9.8986 7.1304
C -16.9893 -18.3419 7.4495
O -16.2802 -17.3092 8.0749
H -16.5388 -18.6934 6.5213
H -16.9522 -19.2502 8.0509
H -18.0183 -18.0847 7.1980
O -17.6093 -13.1596 8.1092
H -17.8026 -13.1972 9.0662
O -14.8636 -13.8213 6.2695
H -14.3642 -13.8072 7.1091
Cl -7.3474 -13.6630 8.9016
C -8.4038 -13.4304 7.4574
C -8.3684 -12.0946 6.9669
Cl -6.7819 -11.8883 6.0741
H -9.4004 -13.6504 7.8403
H -8.0905 -14.1777 6.7284
H -8.2462 -11.3969 7.7954
H -9.2005 -11.7981 6.3284
Cl -12.2350 -9.1295 5.8842
C -13.1265 -9.5910 7.2936
C -13.2232 -11.1073 7.4781
Cl -11.6007 -11.6362 8.0117
H -14.1849 -9.3317 7.3193
H -12.6782 -9.0594 8.1329
H -13.4912 -11.5999 6.5434
H -13.9048 -11.2936 8.3080
C -10.3877 -12.8426 11.4850
C -8.9274 -12.3356 11.5557
C -8.7084 -11.2592 12.6138
C -7.5780 -10.3333 12.3766
N -6.6367 -9.6476 12.1176
H -10.4217 -13.5991 10.7011
H -11.1385 -12.0601 11.3754
H -10.6604 -13.3660 12.4014
H -8.7889 -11.9934 10.5302
H -8.2009 -13.1410 11.6633
H -8.6508 -11.5981 13.6482
H -9.4997 -10.5185 12.7295
C -8.0980 -16.2028 15.8148
C -9.4202 -16.7747 16.2195
C -10.2690 -17.0066 14.9670
C -11.4926 -16.1678 14.8644
N -12.3853 -15.5113 14.7220
H -8.3435 -15.2715 15.3044
H -7.4551 -16.7080 15.0940
H -7.5619 -15.8678 16.7028
H -9.8983 -15.9985 16.8169
H -9.3622 -17.5906 16.9400
H -10.7482 -17.9845 15.0118
H -9.8315 -17.0204 13.9688
C -19.9371 -16.9278 12.8586
C -19.2925 -18.3318 12.9244
C -20.2926 -19.5064 13.0085
C -21.0795 -19.5612 11.7264
N -21.7338 -19.5872 10.8083
H -20.4641 -16.8227 13.8069
H -20.7109 -16.7551 12.1107
H -19.2233 -16.1051 12.8994
H -18.6450 -18.3662 13.8005
H -18.5937 -18.3910 12.0899
H -21.0837 -19.3607 13.7440
H -19.7716 -20.4630 13.0499
C -18.5960 -8.8137 12.0245
C -18.4697 -9.6544 10.7578
C -17.4757 -9.0246 9.7652
C -16.1333 -9.0003 10.3964
N -15.0831 -8.9968 10.9460
H -17.6912 -8.3185 12.3771
H -18.9734 -9.4355 12.8363
H -19.4016 -8.1089 11.8184
H -19.3956 -9.7995 10.2013
H -18.1187 -10.6434 11.0525
H -17.6990 -8.0706 9.2876
H -17.2278 -9.6090 8.8792
C -16.7154 -20.0692 11.0545
C -15.5391 -19.4158 10.7726
C -14.7202 -19.1166 11.9315
C -15.0158 -19.5062 13.2623
C -16.1391 -20.3445 13.4074
C -17.0180 -20.5857 12.3221
C -16.6290 -20.6988 14.7845
O -17.5822 -21.4392 14.9477
C -16.1895 -19.8211 15.9153
C -17.0528 -19.5917 17.0470
C -16.7215 -18.6754 18.0275
C -15.6327 -17.9095 17.9299
C -14.8681 -18.0596 16.7284
C -15.0683 -19.0162 15.7653
C -14.2314 -19.0035 14.4267
O -13.0957 -18.4749 14.2893
H -17.4486 -20.2580 10.2844
H -15.3502 -19.1714 9.7377
H -13.9255 -18.4047 11.7641
H -17.9632 -21.0992 12.4184
H -17.9876 -20.1245 17.1402
H -17.4348 -18.5327 18.8258
H -15.4030 -17.1243 18.6349
H -13.9758 -17.4517 16.7058
C -19.7967 -16.0522 18.3991
C -19.4120 -16.3730 17.1360
C -18.8708 -15.4138 16.3319
C -18.6816 -14.1118 16.7751
C -19.1734 -13.7626 18.0334
C -19.6744 -14.7763 18.8621
C -19.0879 -12.3365 18.5828
O -19.5441 -12.0361 19.6872
C -18.2978 -11.3326 17.6925
C -18.1446 -10.0358 18.1362
C -17.5619 -9.1140 17.2214
C -17.0002 -9.5115 15.9935
C -17.2490 -10.8144 15.5363
C -17.8360 -11.7568 16.3541
C -17.9946 -13.2019 15.7620
O -17.7263 -13.5383 14.6075
H -20.1495 -16.7879 19.1067
H -19.5384 -17.4117 16.8684
H -18.6141 -15.6426 15.3081
H -19.7761 -14.5658 19.9165
H -18.5610 -9.6504 19.0552
H -17.4219 -8.0557 17.3852
H -16.3324 -8.7961 15.5366
H -16.8886 -11.0799 14.5534

E_tot = -7521.932510 hartree
Total charge = +2